1.
16
Properties=species:S:1:pos:R:3 method="wB97M-V/def2-TZVPD" de_lowest_kcal_mol=52.6 spin_multiplicity=2 s_squared=0.751 e_tot_ha=-1692.761058 molar_mass_da=294.06 total_charge=+1 gap_ev="7.615 / 7.364"
O -0.214 2.009 1.655
C 0.316 1.987 0.493
O 0.901 0.732 0.381
Lu 1.581 1.021 2.712
O 0.614 2.843 -0.315
C -1.611 -0.743 0.340
H -2.203 -0.037 -0.260
H -2.213 -1.661 0.372
H -1.500 -0.588 1.421
C 0.598 -0.099 -0.934
C -0.273 -1.247 -0.552
O 1.823 -0.407 -1.490
H 0.105 0.584 -1.635
H 0.298 -1.929 0.096
H -0.640 -1.716 -1.473
H 2.416 -0.750 -0.811

2.
12
Properties=species:S:1:pos:R:3 method="wB97M-V/def2-TZVPD" de_lowest_kcal_mol=63.1 e_tot_ha=-211.260083 molar_mass_da=69.11 total_charge=0 gap_ev=10.177
C 0.270 0.411 -1.395
C 0.022 -0.579 -0.265
C 0.407 0.223 1.398
C -1.343 -1.022 -0.151
N -2.464 -1.295 -0.022
H 1.324 0.686 -1.445
H -0.010 0.028 -2.388
H -0.334 1.316 -1.233
H 0.767 -0.945 0.428
H 1.473 0.500 1.546
H -0.213 1.084 1.275
H 0.101 -0.407 2.252

3.
12
Properties=species:S:1:pos:R:3 method="wB97M-V/def2-TZVPD" de_lowest_kcal_mol=45.7 e_tot_ha=-211.287885 molar_mass_da=69.11 total_charge=0 gap_ev=10.613
C 1.796 0.347 0.148
C 0.927 -0.653 -0.072
C -0.570 -0.601 -0.403
C -1.315 0.656 -0.265
N -1.545 -0.461 0.675
H 1.505 1.455 0.139
H 2.825 0.132 0.407
H 1.301 -1.723 -0.134
H -0.832 -1.304 -1.210
H -0.837 1.619 0.086
H -2.203 0.804 -0.899
H -1.052 -0.271 1.529

4.
13
Properties=species:S:1:pos:R:3 method="wB97M-V/def2-TZVPD" de_lowest_kcal_mol=106.4 e_tot_ha=-265.738994 molar_mass_da=83.11 total_charge=+1 gap_ev=10.988
C -0.249 -1.091 0.563
C 0.522 2.247 -0.422
C -0.860 0.735 -1.812
C 0.450 -1.897 1.645
N -0.224 -0.671 -0.526
N -0.321 1.660 -1.176
H 0.747 1.551 0.557
H 0.582 3.307 -0.573
H -1.931 0.578 -1.519
H -0.468 0.012 -2.590
H 0.163 -1.532 2.631
H 1.506 -1.972 1.538
H 0.081 -2.925 1.685

5.
13
Properties=species:S:1:pos:R:3 method="wB97M-V/def2-TZVPD" de_lowest_kcal_mol=107.1 e_tot_ha=-265.737855 molar_mass_da=83.11 total_charge=+1 gap_ev=9.392
C 1.634 1.331 -0.459
N 1.178 1.256 0.611
C 0.291 0.596 1.411
C -0.735 -0.095 0.449
N -0.143 -0.522 -0.750
C -0.507 -1.408 -1.583
H 2.284 1.520 -1.266
H -0.272 1.277 2.121
H 0.717 -0.023 2.227
H -1.418 -0.807 0.975
H -1.598 0.696 0.287
H -1.535 -1.923 -1.767
H 0.103 -1.899 -2.257

6.
13
Properties=species:S:1:pos:R:3 method="wB97M-V/def2-TZVPD" de_lowest_kcal_mol=90.5 e_tot_ha=-265.764190 molar_mass_da=83.11 total_charge=+1 gap_ev=8.877
C 0.466 -0.140 1.703
C -0.631 0.602 1.685
N -1.266 1.131 0.481
C -0.743 0.634 -0.581
N 0.159 0.009 -1.035
C 0.693 -0.804 -2.000
H 1.218 -0.396 0.896
H 0.742 -0.531 2.677
H -1.078 0.705 2.678
H -2.164 1.771 0.418
H 1.810 -0.603 -2.115
H 0.490 -1.793 -1.773
H 0.303 -0.584 -3.035

7.
13
Properties=species:S:1:pos:R:3 method="wB97M-V/def2-TZVPD" de_lowest_kcal_mol=102.2 e_tot_ha=-265.745590 molar_mass_da=83.11 total_charge=+1 gap_ev=10.335
C 1.730 1.212 0.785
C 1.325 -0.132 0.204
N 0.154 -0.340 -0.257
C -0.934 -0.675 -0.696
N -2.042 -0.436 -1.557
C -2.374 -1.099 -0.236
H 2.500 1.652 0.054
H 0.913 1.999 0.895
H 2.242 1.048 1.790
H 1.966 -1.059 0.148
H -2.090 -0.540 -2.532
H -2.594 -2.102 -0.047
H -2.901 -0.443 0.348

8.
13
Properties=species:S:1:pos:R:3 method="wB97M-V/def2-TZVPD" de_lowest_kcal_mol=99.8 e_tot_ha=-265.749426 molar_mass_da=83.11 total_charge=+1 gap_ev=9.305
H 3.267 -0.891 -0.571
N 2.253 -0.852 -0.439
C 1.983 0.273 0.075
C 0.457 0.675 0.237
C -0.661 -0.466 0.104
N -2.062 -0.197 -0.058
C -3.215 -0.113 -0.268
H 2.653 1.137 0.323
H 0.561 1.535 -0.560
H 0.183 1.093 1.234
H -0.400 -1.046 -0.686
H -0.726 -1.120 0.890
H -4.292 -0.029 -0.281

9.
13
Properties=species:S:1:pos:R:3 method="wB97M-V/def2-TZVPD" de_lowest_kcal_mol=39.1 spin_multiplicity=3 s_squared=2.016 e_tot_ha=-265.662239 molar_mass_da=83.11 total_charge=+1 gap_ev="5.415 / 8.597"
C 0.189 -0.797 -0.506
C -0.801 0.065 0.277
C -2.157 -0.062 0.217
C 1.611 -0.388 -0.564
N 2.695 -0.075 -0.794
N -0.111 1.031 0.919
H 0.310 -1.836 0.030
H -0.208 -0.846 -1.494
H -2.581 -0.593 -0.605
H -2.700 0.588 0.754
H 3.584 0.302 -0.889
H 0.803 0.877 1.173
H -0.633 1.735 1.483

10.
13
Properties=species:S:1:pos:R:3 method="wB97M-V/def2-TZVPD" de_lowest_kcal_mol=84.9 spin_multiplicity=3 s_squared=2.007 e_tot_ha=-265.589143 molar_mass_da=83.11 total_charge=+1 gap_ev="10.502 / 4.997"
C -0.214 1.255 1.020
C -1.144 2.035 1.048
C 0.739 0.220 0.965
C 0.777 -0.729 -0.345
N -1.083 -0.787 -1.818
N -0.409 -1.228 -0.888
H -0.861 -2.132 -0.667
H -1.712 2.845 1.151
H 1.743 0.596 1.057
H 0.436 -0.561 1.767
H 1.368 -0.075 -1.007
H 1.377 -1.479 0.090
H -1.017 0.039 -2.374

11.
14
Properties=species:S:1:pos:R:3 method="wB97M-V/def2-TZVPD" de_lowest_kcal_mol=173.7 e_tot_ha=-340.859417 molar_mass_da=99.11 total_charge=+1 gap_ev="6.800 / 6.795"
C 1.532 -0.526 -0.046
C 3.741 0.524 -0.037
C 0.211 -0.024 0.043
C -0.952 -0.986 0.116
N 0.173 1.298 -0.008
N -0.966 1.879 0.090
O 2.648 0.045 0.213
H 1.647 -1.552 -0.233
H 4.025 0.998 -0.974
H -1.804 -0.690 -0.685
H -0.581 -2.072 -0.041
H -1.312 -1.009 1.227
H -1.726 1.258 -0.088
H -1.067 2.915 -0.119

12.
14
Properties=species:S:1:pos:R:3 method="wB97M-V/def2-TZVPD" de_lowest_kcal_mol=162.8 e_tot_ha=-340.876885 molar_mass_da=99.11 total_charge=+1 gap_ev="8.640 / 9.895"
C 1.337 0.101 0.526
C -0.002 0.277 -1.443
C -1.215 -0.142 -0.628
C -0.864 -0.779 0.577
N 1.120 0.691 -0.620
N 0.489 -0.846 0.972
O -1.381 -1.509 -0.453
H 2.099 0.322 1.251
H 0.459 -0.653 -1.914
H 0.006 1.230 -2.092
H -2.046 0.432 -0.801
H -2.386 -2.358 2.617
H 1.543 1.567 -1.024
H 0.672 -1.229 1.857